{
  "formula": "C47H64AsN8OPPdS",
  "method": "wB97M-V/def2-TZVPD",
  "species": ["Pd", "C", "N", "C", "C", "N", "C", "C", "N", "C", "C", "N", "C", "N", "C", "C", "C", "N", "C", "H", "H", "H", "H", "H", "H", "H", "H", "H", "H", "H", "H", "H", "H", "H", "H", "H", "H", "H", "H", "H", "H", "H", "H", "O", "S", "C", "C", "C", "C", "H", "H", "H", "H", "H", "H", "H", "H", "C", "C", "C", "C", "N", "N", "C", "H", "H", "H", "H", "H", "H", "H", "H", "C", "C", "As", "C", "C", "C", "C", "C", "C", "C", "C", "C", "C", "C", "C", "P", "C", "C", "C", "C", "C", "C", "C", "C", "C", "C", "C", "C", "H", "H", "H", "H", "H", "H", "H", "H", "H", "H", "H", "H", "H", "H", "H", "H", "H", "H", "H", "H", "H", "H", "H", "H"],
  "positions_angstrom": [[0.361, 0.162, -0.264], [1.632, -0.928, 4.827], [1.072, 0.381, 4.520], [1.842, 1.466, 5.126], [1.543, 2.654, 4.229], [1.275, 2.000, 2.968], [0.855, 2.802, 1.848], [0.748, 0.738, 3.202], [0.068, 0.095, 2.335], [-0.541, -1.164, 2.716], [-1.862, -1.390, 2.001], [-1.662, -1.701, 0.606], [-2.642, -1.970, -0.177], [-2.435, -2.397, -1.468], [-1.186, -2.180, -2.159], [-3.660, -2.328, -2.233], [-4.704, -2.461, -1.140], [-4.026, -1.896, 0.017], [-4.714, -2.091, 1.275], [1.584, -1.082, 5.906], [2.684, -0.988, 4.522], [1.084, -1.730, 4.348], [2.912, 1.221, 5.099], [1.549, 1.623, 6.164], [2.384, 3.344, 4.144], [0.665, 3.217, 4.577], [1.682, 3.437, 1.524], [-0.002, 3.442, 2.103], [0.574, 2.126, 1.036], [-0.757, -1.181, 3.793], [0.117, -2.011, 2.485], [-2.466, -0.486, 2.159], [-2.365, -2.209, 2.529], [-0.713, -3.120, -2.452], [-0.505, -1.614, -1.515], [-1.367, -1.573, -3.048], [-3.717, -3.136, -2.963], [-3.733, -1.367, -2.757], [-4.963, -3.515, -0.964], [-5.622, -1.911, -1.354], [-5.775, -1.908, 1.100], [-4.384, -1.392, 2.035], [-4.611, -3.112, 1.663], [-2.343, 0.774, -2.133], [-1.550, 1.294, -0.975], [-1.247, 3.059, -1.363], [-2.146, 3.918, -0.474], [-3.362, 3.057, -0.137], [-2.779, 1.719, 0.286], [-1.532, 3.123, -2.414], [-0.181, 3.259, -1.266], [-2.409, 4.855, -0.965], [-1.619, 4.170, 0.450], [-3.987, 2.918, -1.022], [-3.979, 3.497, 0.648], [-3.479, 0.884, 0.297], [-2.255, 1.772, 1.243], [-0.980, 1.187, -5.246], [-0.047, 0.054, -4.991], [0.361, -1.004, -5.777], [1.223, -1.762, -4.953], [1.330, -1.209, -3.756], [0.566, -0.106, -3.806], [1.978, -3.015, -5.257], [-1.471, 1.059, -6.210], [-0.450, 2.142, -5.264], [-1.748, 1.229, -4.471], [0.072, -1.199, -6.796], [0.438, 0.426, -2.945], [2.826, -2.824, -5.919], [1.342, -3.755, -5.744], [2.362, -3.440, -4.329], [3.838, 0.447, 0.408], [3.785, -0.286, 1.729], [5.238, 0.110, 3.007], [6.774, -0.435, 1.928], [6.700, -1.495, 1.030], [7.831, -1.917, 0.342], [9.049, -1.287, 0.546], [9.132, -0.233, 1.445], [8.004, 0.187, 2.133], [5.419, 2.048, 2.795], [5.103, 2.843, 3.893], [5.177, 4.229, 3.817], [5.577, 4.835, 2.637], [5.915, 4.053, 1.540], [5.841, 2.671, 1.621], [2.553, -0.079, -0.813], [3.171, 0.978, -2.183], [3.838, 0.557, -3.328], [4.237, 1.475, -4.291], [3.987, 2.828, -4.122], [3.319, 3.262, -2.985], [2.911, 2.341, -2.032], [3.145, -1.777, -1.158], [2.247, -2.822, -0.970], [2.634, -4.138, -1.183], [3.927, -4.425, -1.596], [4.837, -3.391, -1.773], [4.450, -2.079, -1.542], [4.815, 0.322, -0.072], [3.696, 1.520, 0.558], [3.810, -1.371, 1.586], [2.856, -0.068, 2.252], [5.761, -2.002, 0.844], [7.753, -2.740, -0.356], [9.929, -1.615, 0.008], [10.079, 0.266, 1.612], [8.083, 1.015, 2.827], [4.808, 2.375, 4.826], [4.932, 4.831, 4.683], [5.635, 5.914, 2.573], [6.240, 4.519, 0.619], [6.126, 2.074, 0.764], [4.009, -0.496, -3.500], [4.739, 1.124, -5.184], [4.301, 3.540, -4.875], [3.105, 4.314, -2.843], [2.354, 2.680, -1.162], [1.232, -2.601, -0.658], [1.917, -4.935, -1.031], [4.226, -5.451, -1.775], [5.850, -3.604, -2.092], [5.182, -1.288, -1.666]],
  "forces_ev_per_a": [[0.138, 0.118, 0.241], [0.049, -0.065, 0.002], [-0.043, 0.010, -0.008], [0.004, 0.019, 0.009], [0.025, 0.038, 0.041], [0.078, -0.069, -0.044], [-0.120, -0.021, 0.046], [0.046, 0.106, 0.033], [-0.001, -0.076, -0.072], [-0.121, -0.024, 0.079], [-0.033, 0.046, 0.031], [-0.026, -0.026, -0.021], [0.106, -0.099, 0.074], [-0.021, 0.013, -0.037], [0.034, 0.115, -0.016], [-0.081, -0.017, -0.056], [-0.027, -0.014, -0.045], [-0.026, 0.224, -0.001], [-0.007, -0.072, 0.049], [0.002, 0.006, 0.001], [-0.005, -0.009, 0.013], [0.056, 0.040, 0.030], [-0.028, -0.003, -0.013], [0.006, 0.008, -0.002], [-0.011, -0.021, 0.004], [-0.009, -0.022, 0.002], [-0.006, 0.016, -0.001], [0.010, -0.023, 0.021], [0.058, 0.090, -0.070], [-0.019, -0.006, -0.052], [0.003, 0.028, -0.049], [-0.027, 0.034, -0.045], [0.012, 0.006, -0.018], [0.016, -0.007, 0.034], [-0.031, -0.165, -0.109], [0.005, -0.071, -0.023], [0.010, 0.017, 0.001], [0.000, 0.015, 0.036], [0.023, 0.004, 0.019], [0.004, -0.012, -0.004], [0.008, -0.003, 0.003], [0.016, -0.003, -0.004], [0.011, -0.005, -0.017], [0.002, 0.034, 0.053], [0.161, -0.123, -0.172], [-0.011, 0.014, -0.038], [0.046, 0.006, 0.063], [-0.019, -0.010, 0.009], [-0.035, -0.048, 0.031], [0.031, 0.000, 0.002], [-0.005, 0.018, 0.022], [-0.031, -0.011, -0.018], [-0.009, 0.009, -0.015], [-0.004, 0.007, 0.001], [0.011, 0.015, -0.004], [-0.012, -0.028, 0.027], [0.022, 0.014, -0.002], [-0.074, 0.010, -0.055], [-0.063, 0.036, -0.051], [-0.011, 0.024, 0.048], [0.026, 0.014, 0.045], [0.008, 0.009, 0.033], [0.032, 0.083, 0.135], [0.010, -0.033, -0.026], [0.022, -0.001, -0.016], [0.006, 0.004, 0.019], [0.033, 0.018, 0.013], [0.003, -0.007, -0.012], [0.018, -0.188, -0.139], [-0.015, 0.023, -0.011], [-0.009, 0.002, 0.005], [0.001, 0.001, 0.008], [0.088, 0.099, -0.069], [0.036, -0.049, 0.052], [0.046, -0.050, 0.036], [-0.022, 0.030, 0.023], [0.005, -0.002, 0.001], [-0.032, -0.015, 0.001], [0.022, 0.003, -0.014], [0.008, 0.002, 0.003], [0.010, 0.006, -0.013], [-0.051, 0.011, 0.001], [0.016, 0.026, -0.001], [-0.007, -0.025, 0.020], [-0.010, 0.026, -0.020], [0.001, 0.013, -0.011], [0.019, -0.022, 0.013], [-0.329, -0.111, -0.023], [-0.001, 0.043, -0.021], [-0.048, -0.037, -0.002], [0.010, 0.030, -0.033], [0.015, -0.020, -0.002], [-0.011, -0.003, 0.029], [-0.007, 0.039, -0.038], [0.082, 0.046, -0.001], [-0.042, -0.073, 0.013], [-0.017, 0.013, 0.010], [-0.002, 0.027, 0.006], [-0.003, -0.043, 0.001], [0.030, 0.034, -0.033], [0.000, 0.012, 0.025], [-0.017, -0.032, 0.024], [-0.005, 0.010, 0.009], [-0.057, 0.007, -0.026], [-0.001, 0.001, 0.030], [0.005, -0.008, -0.011], [0.001, 0.000, 0.001], [0.002, -0.002, -0.002], [-0.011, 0.000, 0.008], [0.015, -0.003, -0.009], [-0.002, 0.006, 0.005], [0.009, 0.002, 0.002], [0.000, 0.007, -0.001], [0.003, -0.009, -0.005], [-0.011, -0.019, 0.015], [0.000, 0.006, 0.002], [-0.005, 0.000, -0.007], [0.004, 0.005, -0.008], [0.011, -0.010, 0.013], [0.032, 0.036, 0.004], [0.016, -0.018, -0.008], [0.010, 0.000, -0.003], [0.008, -0.012, 0.006], [-0.027, 0.007, -0.009]],
  "mulliken_charge": [0.831, -0.774, 0.032, -0.383, -0.547, 0.830, -0.575, -0.970, 0.640, -1.458, -0.791, -0.028, -0.254, 0.131, 0.286, -0.497, -0.787, 0.271, -1.110, 0.363, 0.180, 0.288, 0.187, 0.384, 0.207, 0.310, 0.243, 0.411, -0.269, 0.547, 0.134, 0.152, 0.546, 0.311, -0.864, 0.312, 0.396, 0.199, 0.375, 0.381, 0.375, 0.371, 0.322, -0.690, 0.559, -0.666, -0.440, -0.791, -0.453, 0.560, -0.109, 0.414, 0.121, 0.291, 0.438, 0.077, 0.020, -1.150, 0.651, -1.298, 0.318, -0.053, 1.460, -1.404, 0.411, 0.226, 0.111, 0.497, -0.672, 0.268, 0.398, 0.160, -1.229, 0.756, 0.160, 0.178, -0.339, -0.509, -0.619, -0.592, -0.603, 0.327, -0.690, -0.546, -0.582, -0.754, 0.116, 1.609, 0.716, -0.198, -0.673, -0.793, -0.781, -0.754, 1.659, -0.933, -0.617, -0.912, -0.982, -1.061, 0.733, 0.792, 0.638, -1.683, 0.508, 0.414, 0.384, 0.392, 0.439, 0.431, 0.472, 0.408, 0.444, 0.381, 0.270, 0.438, 0.382, 0.487, 0.156, 0.186, 0.410, 0.383, 0.496, 0.722],
  "relative_energy_ev": 0.000,
  "homo_energy_ev": -6.7,
  "orbital_gap_ev": 7.26,
  "max_force_ev_per_a": 0.3,
  "e_tot_ha": -5445.84430
}